[1]
A molecular structure, C45H97AsF6N13O3 in a non-equilibrium geometry, computed with the ωB97M-V functional and the def2-TZVPD basis.

Multiplicity   1
Kohn-Sham gap   9.15 eV
Net charge   +7
E_HOMO   -22.3 eV

XYZ file:
```
165
Properties=species:S:1:pos:R:3:lowdin_charge:R:1
As 9.076 -8.213 9.737 0.7140
F 9.484 -7.949 11.407 -0.2683
F 10.732 -8.679 9.441 -0.2690
F 8.753 -8.605 8.074 -0.2630
F 7.462 -7.641 9.948 -0.2363
F 9.554 -6.583 9.377 -0.2522
F 8.535 -9.809 10.194 -0.2620
C 4.431 -5.224 2.082 -0.0365
C 4.944 -6.623 2.444 -0.1554
N 6.171 -6.630 3.268 -0.0354
C 7.430 -6.939 2.794 0.0297
C 8.270 -6.767 3.839 -0.0204
N 7.547 -6.284 4.907 -0.0841
C 6.272 -6.211 4.516 -0.0201
C 8.187 -5.762 6.131 0.0266
H 5.093 -4.688 1.409 0.0946
H 4.085 -4.693 2.964 0.0824
H 3.541 -5.467 1.494 0.1020
H 5.126 -7.239 1.566 0.1343
H 4.125 -7.134 2.954 0.1256
H 7.599 -7.347 1.812 0.1518
H 9.325 -6.939 3.962 0.1328
H 5.443 -5.861 5.109 0.1748
H 7.483 -5.650 6.952 0.0996
H 8.609 -4.796 5.870 0.1101
H 8.894 -6.527 6.442 0.0736
C 5.427 -9.138 7.895 -0.0684
C 4.717 -10.023 6.862 -0.1488
N 3.481 -10.676 7.309 -0.0440
C 2.246 -10.352 6.793 0.0219
C 1.326 -11.053 7.493 0.0363
N 2.017 -11.841 8.377 -0.0745
C 3.315 -11.574 8.276 -0.0239
C 1.442 -12.669 9.431 0.0319
H 6.439 -8.902 7.571 0.0492
H 5.583 -9.669 8.841 0.0564
H 4.917 -8.212 8.155 0.0880
H 5.389 -10.830 6.565 0.1166
H 4.567 -9.385 5.995 0.1228
H 2.096 -9.564 6.077 0.1464
H 0.261 -10.946 7.622 0.1632
H 4.102 -11.923 8.920 0.1634
H 0.555 -13.165 9.033 0.1211
H 1.170 -12.083 10.305 0.1110
H 2.045 -13.531 9.710 0.1092
C 12.712 -4.812 10.335 -0.0503
C 12.413 -6.135 11.038 -0.1406
N 12.961 -6.158 12.416 -0.0335
C 14.108 -5.540 12.867 -0.0058
C 14.270 -5.898 14.169 0.0089
N 13.302 -6.826 14.455 -0.0710
C 12.497 -6.917 13.401 -0.0521
C 13.130 -7.528 15.757 0.0660
H 13.750 -4.846 9.990 0.0521
H 12.631 -3.970 11.025 0.0763
H 12.171 -4.555 9.427 0.0762
H 12.868 -6.994 10.546 0.1231
H 11.327 -6.308 11.076 0.0918
H 14.805 -5.032 12.224 0.1422
H 14.938 -5.452 14.889 0.1581
H 11.668 -7.600 13.310 0.1627
H 12.426 -6.930 16.331 0.1064
H 14.104 -7.668 16.206 0.1191
H 12.640 -8.475 15.546 0.0992
C 9.502 -2.085 10.081 -0.0520
C 8.814 -2.605 11.312 -0.1514
N 9.764 -3.096 12.333 -0.0294
C 9.602 -4.201 13.132 -0.0003
C 10.591 -4.168 14.053 -0.0120
N 11.360 -3.055 13.787 -0.0673
C 10.793 -2.393 12.780 -0.0158
C 12.473 -2.478 14.555 0.0500
H 10.148 -2.846 9.642 0.0675
H 10.156 -1.242 10.326 0.0852
H 8.818 -1.632 9.366 0.1003
H 8.090 -3.401 11.118 0.1258
H 8.135 -1.905 11.808 0.1480
H 8.787 -4.891 13.011 0.1363
H 10.855 -4.786 14.894 0.1352
H 11.083 -1.393 12.502 0.1821
H 12.595 -1.447 14.236 0.1135
H 13.408 -2.997 14.352 0.0838
H 12.273 -2.526 15.622 0.1199
C 13.450 -7.910 6.621 -0.0729
C 13.431 -6.436 6.266 -0.1485
N 14.444 -5.663 6.989 -0.0290
C 14.413 -4.318 7.247 -0.0120
C 15.450 -4.019 8.055 0.0090
N 16.150 -5.206 8.227 -0.0804
C 15.568 -6.153 7.508 -0.0140
C 17.496 -5.278 8.806 0.0424
H 12.701 -8.466 6.066 0.0777
H 13.326 -8.116 7.691 0.0703
H 14.440 -8.337 6.449 0.0804
H 12.434 -6.029 6.415 0.1228
H 13.663 -6.359 5.202 0.1439
H 13.677 -3.675 6.793 0.1504
H 15.893 -3.120 8.449 0.1549
H 15.924 -7.168 7.538 0.1680
H 18.246 -4.858 8.131 0.1247
H 17.757 -6.329 8.901 0.1066
H 17.576 -4.691 9.716 0.1075
C 12.833 -12.491 10.384 0.0297
N 11.645 -12.914 11.215 -0.3527
C 11.879 -12.360 12.585 0.0248
C 10.421 -12.211 10.627 0.0075
C 11.407 -14.401 11.152 -0.0934
C 12.445 -15.199 11.918 -0.2238
O 12.608 -16.517 11.406 -0.0022
H 12.907 -11.406 10.389 0.1026
H 12.704 -12.830 9.360 0.1069
H 13.702 -12.917 10.877 0.1160
H 12.728 -12.835 13.068 0.1183
H 10.973 -12.562 13.155 0.1177
H 12.040 -11.290 12.487 0.1064
H 9.722 -12.168 11.465 0.0933
H 9.965 -12.829 9.866 0.0906
H 10.690 -11.175 10.449 0.0821
H 11.394 -14.721 10.106 0.1344
H 10.383 -14.548 11.501 0.1485
H 12.085 -15.425 12.933 0.1417
H 13.414 -14.748 12.145 0.1270
H 11.969 -16.697 10.710 0.0923
C 4.828 -10.832 13.853 0.0534
N 5.987 -9.901 13.550 -0.3566
C 6.354 -9.175 14.805 0.0231
C 7.169 -10.744 13.188 -0.0120
C 5.687 -8.982 12.397 -0.1120
C 4.321 -8.283 12.454 -0.2333
O 3.912 -7.866 13.714 -0.0247
H 4.623 -11.339 12.915 0.1121
H 3.982 -10.238 14.192 0.1162
H 5.127 -11.456 14.690 0.1224
H 6.575 -9.825 15.643 0.1264
H 5.546 -8.486 15.037 0.1032
H 7.140 -8.467 14.533 0.1082
H 7.309 -11.420 14.027 0.1153
H 8.016 -10.125 12.905 0.0927
H 6.892 -11.341 12.318 0.1025
H 5.777 -9.494 11.439 0.1170
H 6.509 -8.261 12.434 0.1206
H 3.631 -9.017 12.022 0.1249
H 4.333 -7.464 11.729 0.1377
H 4.053 -6.928 13.877 0.1257
C 8.995 -11.439 5.366 -0.0123
N 9.731 -12.692 5.684 -0.3471
C 10.866 -12.783 4.697 0.0489
C 10.268 -12.568 7.067 -0.0128
C 8.726 -13.825 5.556 -0.0788
C 9.174 -15.225 5.943 -0.2210
O 10.283 -15.785 5.266 -0.0128
H 8.145 -11.354 6.039 0.0961
H 8.694 -11.432 4.321 0.1203
H 9.600 -10.542 5.506 0.1100
H 10.488 -12.622 3.692 0.1276
H 11.271 -13.789 4.734 0.1012
H 11.666 -12.104 4.975 0.1147
H 9.479 -12.173 7.710 0.0985
H 10.965 -11.730 7.149 0.1085
H 10.754 -13.483 7.385 0.1018
H 8.492 -13.783 4.489 0.1535
H 7.802 -13.604 6.089 0.1394
H 8.326 -15.890 5.762 0.1499
H 9.341 -15.326 7.024 0.1210
H 11.075 -15.521 5.744 0.0862
```

[2]
2 unconnected molecules or ions with the total composition C2HF2I3 in a non-equilibrium geometry, computed with the ωB97M-V functional and the def2-TZVPD basis.

Energy relative to the best compared isomer or geometry (same formula, charge and spin)   0.000 eV
Multiplicity   1
Kohn-Sham gap (alpha / beta)   6.47 / 6.47 eV
E_HOMO (alpha / beta)   -9.2 / -9.2 eV

XYZ file:
```
8
Properties=species:S:1:pos:R:3:lowdin_charge:R:1
C -0.569 -0.511 0.068 -0.8275
C 0.379 0.536 -0.173 -1.0379
F -0.549 -1.585 -0.820 -0.0884
F 0.654 0.919 -1.404 -0.0252
I -2.581 0.353 -0.164 0.8250
I 2.806 -1.077 0.116 0.1586
I 0.563 2.095 1.227 0.9212
H -0.703 -0.729 1.150 0.0741
```

[3]
A gas-phase ion, CH2NO2 (charge -1) in a non-equilibrium geometry, computed with the ωB97M-V functional and the def2-TZVPD basis.

Energy relative to the best compared isomer or geometry (same formula, charge and spin)   0.422 eV
Multiplicity   1
Kohn-Sham gap   8.52 eV
Net charge   -1
E_HOMO   -3.8 eV

XYZ file:
```
6
Properties=species:S:1:pos:R:3:lowdin_charge:R:1
N -0.255 0.279 0.758 0.0097
C -0.132 -0.100 -0.696 -0.9127
O -0.086 -1.351 -0.723 -0.1383
O -0.173 0.790 -1.470 -0.0284
H 0.471 0.977 0.956 0.0208
H 0.174 -0.595 1.176 0.0489
```

[4]
12 unconnected molecules or ions with the total composition C33H59N3O13 in a non-equilibrium geometry, computed with the ωB97M-V functional and the def2-TZVPD basis.

Multiplicity   1
Kohn-Sham gap   8.40 eV
E_HOMO   -8.4 eV

XYZ file:
```
108
Properties=species:S:1:pos:R:3:lowdin_charge:R:1
C 5.051 -1.670 -2.321 -0.0988
C 4.470 -1.317 -1.068 -0.1327
C 3.156 -0.997 -1.306 -0.1390
N 2.927 -1.151 -2.645 0.0258
C 4.073 -1.539 -3.271 -0.1314
H 6.049 -2.048 -2.465 0.0914
H 5.054 -1.310 -0.161 0.0921
H 2.364 -0.670 -0.648 0.1067
H 2.074 -0.875 -3.101 0.0939
H 4.146 -1.631 -4.341 0.1092
C 0.810 0.449 -5.044 -0.1099
C -0.163 1.024 -4.178 -0.1181
C 0.498 1.883 -3.335 -0.1150
N 1.823 1.868 -3.676 0.0414
C 2.026 0.986 -4.700 -0.1584
H 0.610 -0.271 -5.820 0.0932
H -1.225 0.839 -4.188 0.0528
H 0.144 2.479 -2.508 0.0942
H 2.561 2.327 -3.154 0.1009
H 3.013 0.881 -5.118 0.1121
C -3.534 2.826 2.505 -0.1036
C -3.921 2.415 3.811 -0.0873
C -2.947 1.582 4.280 -0.1294
N -1.981 1.480 3.317 0.0190
C -2.348 2.210 2.214 -0.1408
H -4.068 3.498 1.853 0.1050
H -4.858 2.666 4.278 0.0949
H -2.818 1.077 5.223 0.1081
H -1.106 1.003 3.420 0.1308
H -1.639 2.316 1.412 0.0785
O -0.884 3.514 -0.477 0.0973
C -0.540 4.657 -0.409 -0.4709
C 0.498 5.380 -1.227 -0.0674
C 0.195 6.866 -0.998 -0.1362
C -0.553 6.835 0.339 -0.1421
O -1.113 5.517 0.459 0.0309
H 1.495 5.117 -0.873 0.1152
H 0.464 5.104 -2.279 0.1272
H 1.123 7.427 -0.898 0.1123
H -0.377 7.330 -1.797 0.1141
H 0.137 6.996 1.171 0.1245
H -1.363 7.556 0.406 0.1244
O 1.673 -7.690 1.127 0.1254
C 1.965 -6.535 1.186 -0.4987
C 2.446 -5.769 2.407 -0.0693
C 2.183 -4.312 2.046 -0.1419
C 1.988 -4.319 0.522 -0.1248
O 1.888 -5.705 0.126 0.0238
H 1.933 -6.183 3.269 0.1233
H 3.516 -5.957 2.502 0.1288
H 1.341 -3.890 2.601 0.0932
H 3.008 -3.659 2.336 0.1093
H 1.061 -3.856 0.192 0.1092
H 2.849 -3.875 0.026 0.1145
O -4.265 -3.464 5.021 0.1337
C -3.202 -3.007 4.742 -0.4905
C -1.877 -3.231 5.455 -0.0660
C -0.883 -2.361 4.671 -0.1382
C -1.615 -2.113 3.352 -0.1622
O -3.015 -2.176 3.695 0.0208
H -1.945 -2.917 6.494 0.1227
H -1.630 -4.291 5.443 0.1253
H -0.723 -1.403 5.163 0.1079
H 0.057 -2.891 4.522 0.0991
H -1.452 -1.118 2.942 0.0898
H -1.375 -2.771 2.515 0.1119
O 3.633 3.143 -1.785 0.1024
C 3.503 2.696 -0.680 -0.4645
C 4.497 2.009 0.215 -0.0584
C 3.898 2.223 1.610 -0.1274
C 2.406 2.302 1.280 -0.1579
O 2.330 2.859 -0.029 0.0134
H 4.506 0.943 -0.039 0.0943
H 5.490 2.415 0.049 0.1331
H 4.116 1.398 2.285 0.1169
H 4.293 3.147 2.034 0.1178
H 1.974 1.300 1.312 0.1112
H 1.857 2.918 1.990 0.1312
C -3.886 2.181 -1.205 -0.1667
O -4.458 1.434 -0.149 -0.1244
H -4.594 2.237 -2.033 0.0782
H -3.693 3.217 -0.899 0.0726
H -2.952 1.749 -1.581 0.0540
H -3.954 1.598 0.662 0.0188
C -2.539 -0.786 -3.735 -0.1420
O -3.186 -2.031 -3.446 -0.1219
H -1.744 -0.926 -4.466 0.0658
H -3.271 -0.056 -4.080 0.0929
H -2.110 -0.430 -2.797 0.0685
H -3.037 -2.659 -4.155 0.0904
C -3.441 -2.269 0.290 -0.1454
O -4.044 -2.822 -0.876 -0.1186
H -2.434 -2.682 0.453 0.0475
H -3.406 -1.177 0.255 0.0778
H -4.032 -2.595 1.145 0.0817
H -3.615 -2.426 -1.650 0.0203
C -0.552 0.343 -0.155 -0.1245
O -0.340 -0.945 0.461 -0.1527
H 0.097 1.009 0.408 0.0483
H -0.273 0.338 -1.209 0.0638
H -1.587 0.661 -0.016 0.0550
H -0.665 -1.593 -0.186 0.0101
C -0.060 -2.850 -2.617 -0.0982
O -0.909 -2.840 -1.466 -0.1502
H -0.613 -3.057 -3.539 0.0805
H 0.363 -1.858 -2.702 0.0566
H 0.673 -3.647 -2.486 0.0891
H -1.489 -3.608 -1.505 0.0987
```

[5]
A molecular structure, C12H22IInNO9, computed with the ωB97M-V functional and the def2-TZVPD basis.

Energy relative to the best compared isomer or geometry (same formula, charge and spin)   0.071 eV
Multiplicity   1
Kohn-Sham gap   7.48 eV
Net charge   -1
E_HOMO   -5.0 eV

XYZ file:
```
46
Properties=species:S:1:pos:R:3:lowdin_charge:R:1
N 3.540 -1.233 1.587 -0.2509
In 1.586 -0.472 1.496 0.0369
I -0.286 -2.592 1.412 -0.0134
H 4.020 -1.023 0.717 -0.0859
H 3.588 -2.240 1.703 -0.0798
H 1.388 0.458 0.010 -0.1199
H 1.194 0.483 2.907 -0.1497
C -5.019 -3.650 4.544 -0.0291
C -4.727 -2.333 3.876 -0.3281
C -3.309 -1.819 4.039 -0.0968
O -3.500 -0.397 4.027 0.0748
C -4.757 -0.131 4.427 -0.5714
O -5.180 0.948 4.698 0.1496
O -5.491 -1.272 4.484 0.0701
H -4.918 -3.550 5.625 0.0890
H -6.029 -3.990 4.322 0.0808
H -4.313 -4.404 4.190 0.0914
H -4.998 -2.363 2.817 0.1575
H -2.642 -2.134 3.241 0.0373
H -2.887 -2.104 5.006 0.1400
C 3.866 4.635 -0.906 -0.0252
C 3.579 3.614 -1.974 -0.3211
C 2.182 3.019 -1.943 -0.0865
O 2.416 1.701 -2.458 0.0224
C 3.695 1.364 -2.223 -0.5715
O 4.156 0.279 -2.396 0.1494
O 4.398 2.440 -1.794 0.0817
H 3.815 4.167 0.077 0.0948
H 4.857 5.069 -1.032 0.0810
H 3.126 5.436 -0.955 0.0894
H 3.805 4.009 -2.969 0.1540
H 1.461 3.516 -2.582 0.1269
H 1.793 2.938 -0.926 0.1315
C -0.209 -2.099 -2.483 -0.0429
C -0.447 -0.974 -3.454 -0.3140
C 0.793 -0.421 -4.140 -0.0829
O 0.452 0.961 -4.322 0.0481
C -0.422 1.293 -3.347 -0.5798
O -0.688 2.411 -3.018 0.1373
O -0.923 0.196 -2.761 0.0926
H 0.395 -1.750 -1.645 0.0383
H -1.147 -2.479 -2.085 0.0727
H 0.314 -2.916 -2.985 0.0919
H -1.204 -1.239 -4.200 0.1506
H 1.001 -0.874 -5.106 0.1336
H 1.675 -0.476 -3.498 0.1249
```

[6]
CHNO4S in the gas phase in a non-equilibrium geometry, computed with the ωB97M-V functional and the def2-TZVPD basis.

Energy relative to the best compared isomer or geometry (same formula, charge and spin)   4.602 eV
Multiplicity   1
Kohn-Sham gap (alpha / beta)   8.64 / 8.64 eV
E_HOMO (alpha / beta)   -11.0 / -11.0 eV

XYZ file:
```
8
Properties=species:S:1:pos:R:3:lowdin_charge:R:1
O 2.166 -0.308 1.123 0.0847
N 1.719 0.425 0.276 -0.4608
O 2.349 1.092 -0.495 0.0635
C 0.179 0.415 0.097 -0.1174
S -0.344 1.796 -0.653 0.8394
O -1.717 1.878 -1.171 -0.2963
O 0.208 3.018 -0.194 -0.2567
H -0.166 -0.679 0.201 0.1436
```